No. 1
Molecular formula: C20H57N5O6
Method: DFT, ωB97M-V with the def2-TZVPD basis set

```
88
Properties=species:S:1:pos:R:3:forces:R:3
O -22.918063 -13.064467 -1.742067 -0.12 -0.15 -0.18
O -15.823570 -9.277290 4.218546 -0.15 -0.08 -0.11
O -19.895399 -8.354092 1.200035 0.10 0.12 0.10
O -18.689582 -8.375518 -1.305207 -0.18 0.52 -0.25
O -21.677522 -5.031107 3.387848 -0.16 0.20 -0.07
O -18.187710 -4.106137 0.108743 -0.07 -0.21 0.03
N -17.195115 -10.047387 0.585332 -0.30 0.16 -0.35
N -17.823933 -7.015776 3.193588 0.19 0.18 0.09
N -22.813430 -8.063101 1.584633 -0.01 0.24 -0.31
N -17.049020 -1.385021 2.274395 0.24 -0.43 -0.39
N -20.772313 -11.401990 0.661967 0.21 -0.42 0.39
C -17.141632 -8.948155 4.605848 -0.11 -0.18 -0.21
C -15.586598 -10.398683 -1.202750 0.62 -0.42 -0.12
C -19.371791 -7.776183 -2.389071 -0.43 -0.27 -0.28
C -17.530087 -3.508068 1.205695 -0.23 0.19 -0.13
C -17.724353 -9.310067 -1.741316 0.29 -0.30 0.27
C -20.458439 -4.637054 2.788526 0.21 0.02 -0.03
C -22.007856 -6.378093 3.150678 0.55 -0.18 0.12
C -14.881909 -9.022077 5.220252 0.10 0.32 0.33
C -23.906903 -5.801834 1.622317 -0.20 0.41 0.65
C -21.600438 -10.412073 -1.449436 -0.21 0.24 -0.25
C -21.754173 -12.874902 -0.981338 0.18 0.01 0.24
C -16.664097 -9.490591 -0.664239 -0.15 0.00 0.10
C -17.443535 -7.449372 4.534530 -0.51 -0.19 0.35
C -21.781025 -11.478884 -0.386931 -0.33 0.55 0.22
C -17.724549 -2.006189 1.127962 -0.41 0.46 0.41
C -17.186256 -1.427326 -0.152508 0.35 -0.28 -0.44
C -22.632533 -6.611325 1.785092 -0.45 0.07 -0.43
C -18.595126 -7.110812 5.477713 -0.17 0.16 -0.09
C -22.951450 -14.340737 -2.345451 0.18 0.19 0.07
C -18.129266 -5.520814 0.184168 -0.15 0.29 -0.28
H -21.698980 -13.606646 -0.157845 -0.04 -0.02 -0.12
H -23.181725 -8.216959 0.649482 0.01 -0.01 0.03
H -18.191736 -10.291103 -1.908996 -0.10 0.10 -0.22
H -20.665216 -10.507625 -2.004643 0.06 -0.11 0.13
H -14.807188 -10.596977 -0.465257 -0.15 0.14 0.14
H -18.005240 -9.502814 0.878257 0.22 -0.06 0.15
H -24.307769 -5.792094 0.610328 0.02 -0.21 -0.05
H -17.071771 -0.378654 2.205777 -0.11 0.04 0.16
H -19.501953 -8.274857 0.316776 0.01 -0.04 -0.15
H -16.566791 -6.889619 4.864789 0.09 0.03 -0.12
H -24.666281 -6.164621 2.325195 -0.06 -0.10 -0.20
H -17.433094 -1.696415 3.154600 -0.11 0.17 0.07
H -15.992596 -11.377995 -1.481955 -0.08 0.11 -0.03
H -14.745632 -7.945207 5.404249 0.02 -0.12 -0.06
H -23.858741 -14.393538 -2.939478 -0.06 -0.09 0.02
H -21.944782 -6.264660 1.007146 0.21 -0.11 0.10
H -17.385223 -0.358938 -0.230769 0.04 0.06 0.05
H -19.597528 -5.093239 3.293493 -0.11 0.00 -0.05
H -17.261089 -8.953780 -2.667350 -0.03 -0.03 -0.05
H -15.184776 -9.475939 6.174548 0.08 -0.09 -0.07
H -17.785930 -9.455632 3.882403 -0.05 0.01 0.05
H -20.396504 -4.896306 1.725265 -0.15 0.02 0.08
H -17.592036 -10.961157 0.368162 0.09 -0.03 0.14
H -17.377558 -9.368240 5.596463 0.22 0.11 0.04
H -20.857545 -13.012430 -1.604698 0.00 0.05 0.06
H -21.107470 -7.005101 3.236856 -0.14 -0.02 0.04
H -16.456614 -3.735533 1.162553 -0.02 -0.06 0.21
H -16.108527 -1.606214 -0.215834 -0.02 0.15 0.03
H -23.722150 -4.765401 1.918799 0.07 -0.03 -0.14
H -18.505109 -5.901053 -0.760912 0.11 0.00 -0.07
H -17.095027 -5.850021 0.329881 -0.04 -0.14 0.03
H -17.647213 -1.927494 -1.004880 -0.04 0.08 0.02
H -18.807797 -1.791864 1.137140 0.05 -0.24 0.06
H -20.658039 -10.491718 1.098170 -0.11 0.24 -0.49
H -23.539084 -8.415151 2.202570 0.14 0.01 0.15
H -16.242692 -8.501349 -0.460399 0.02 -0.02 0.14
H -18.765534 -5.913893 0.980900 0.24 0.00 0.10
H -21.064961 -12.003603 1.427610 0.18 -0.12 -0.12
H -18.688192 -7.276716 -3.082257 0.11 -0.02 0.10
H -13.932652 -9.438463 4.895582 0.05 -0.05 0.02
H -22.940962 -15.129108 -1.583853 -0.09 -0.04 -0.05
H -15.082864 -9.983321 -2.079024 -0.16 0.04 -0.03
H -17.972011 -3.886552 2.137243 0.32 -0.05 0.07
H -21.647917 -9.400699 -1.034420 0.14 -0.10 0.16
H -22.797121 -11.325705 0.014636 0.04 -0.15 -0.01
H -19.941546 -8.532092 -2.942822 0.10 0.03 -0.07
H -20.386080 -3.552861 2.861342 -0.06 0.01 0.09
H -18.883092 -6.064798 5.353555 0.06 -0.01 0.07
H -20.840391 -8.180237 1.094662 -0.22 -0.23 0.26
H -19.484553 -7.708255 5.244428 0.09 -0.06 -0.02
H -20.093935 -7.043114 -2.030552 0.13 0.00 0.28
H -18.735257 -7.413259 2.978473 0.11 -0.06 -0.23
H -17.176378 -7.389130 2.505701 -0.01 -0.02 0.03
H -22.429822 -10.476972 -2.157901 0.11 -0.11 -0.06
H -22.083255 -14.486541 -3.001132 -0.04 0.00 0.00
H -18.345303 -7.283543 6.524791 0.07 -0.02 -0.03
H -22.704466 -6.667474 3.942235 -0.07 -0.05 -0.05
```
Positions in Å, forces in eV/Å.

Charge   0
Gap between HOMO and LUMO   9.265 eV
ΔE to the lowest compared entry with this formula, charge and spin   0.0 kJ/mol
SMILES   COC[C@H](C)N.COC[C@H](C)N.COC[C@H](C)N.COC[C@H](C)N.COC[C@H](C)N.O
LUMO energy   0.6 eV

Atom charges from the Mulliken analysis, given in e for atoms 1 to 2:
1 O -0.311
2 O -0.295

No. 2
Molecular formula: C20H57NO9
Method: DFT, ωB97M-V with the def2-TZVPD basis set

```
87
Properties=species:S:1:pos:R:3:forces:R:3
O 0.141848 -1.464922 0.369640 -0.32 -0.94 1.62
O 2.597148 -0.910805 -2.524820 -0.22 2.72 -0.20
O 4.713161 -3.156783 1.430801 0.22 -0.79 0.82
O 3.335637 3.340371 -2.523718 1.43 0.04 -0.02
O -5.460003 -4.032442 -0.230837 -1.48 -0.13 -0.19
O -4.144694 -0.814315 6.247876 -0.51 -0.05 1.67
O -0.947480 -0.832215 -2.121417 -0.14 0.10 -3.08
O 2.503296 0.137331 0.336337 -1.22 -0.87 -0.12
O -0.473875 4.154835 -0.165379 0.66 -0.03 0.57
N 0.135712 1.931396 -1.947489 2.65 0.56 -1.48
C 3.084192 1.082445 1.156524 2.16 0.91 -0.19
C -1.742150 0.302244 -2.430356 0.76 2.31 3.34
C 4.080542 -2.722850 -2.453319 1.47 -1.27 -0.74
C -0.991255 -1.200361 1.225464 -0.46 1.51 -1.05
C -1.596142 6.195528 0.330292 -0.21 0.02 -0.07
C -0.905070 -1.545454 -3.389293 0.31 -1.39 1.75
C -4.178071 0.001055 5.090947 -0.17 -0.26 1.49
C 3.848002 2.021490 -2.803422 -1.42 -0.41 0.71
C -3.639176 -0.963110 4.127712 0.53 -0.01 -2.90
C 4.102845 0.466977 2.089806 0.21 0.29 0.06
C -5.077889 -1.978006 0.521052 0.22 3.17 0.50
C -6.212775 -2.913026 0.323431 2.11 -0.48 0.22
C 2.684541 -2.264086 -2.417317 -0.98 -1.18 0.30
C -1.113777 5.238980 -0.769792 -0.09 0.46 0.08
C -0.865989 1.546028 -2.874744 -2.79 -1.71 0.54
C -0.953491 0.272803 1.624571 -0.18 -0.85 0.65
C 3.851797 -4.098601 2.083001 -1.32 0.60 0.51
C 0.914777 3.036165 -2.658113 0.93 -0.80 0.90
C 2.398459 -3.555510 2.081913 -0.24 -1.18 -1.63
C 2.138451 3.493426 -1.795623 -2.13 0.73 -1.21
H -1.074108 -1.790099 2.138395 0.88 -0.47 -0.26
H 0.022748 -0.989049 -0.455559 -0.35 0.10 -0.33
H 1.961434 -0.387145 0.930396 -0.64 -0.76 -0.51
H 4.548631 -2.483875 -3.408244 0.26 0.64 0.17
H -2.108831 0.483529 -1.420022 -0.43 0.85 0.10
H 4.754904 -0.229468 1.562640 -0.20 -0.23 0.15
H 2.105961 -3.858606 1.076593 -0.50 0.21 -0.36
H -2.596576 -1.162770 4.375136 -0.14 -0.27 -0.06
H 4.650212 -2.363724 -1.596224 0.13 0.35 -0.18
H 2.256660 -2.591778 -1.469882 -0.54 -0.27 0.01
H 3.568886 0.006677 2.921139 0.29 -0.36 0.06
H 0.854969 1.227680 -2.034383 0.25 -0.77 1.04
H -2.038753 5.639977 1.157073 -0.51 -0.10 -0.31
H -6.589194 -3.131706 1.322733 -0.59 -0.43 -0.26
H -5.451645 -0.954192 0.535910 -0.44 0.39 -0.01
H 2.425113 1.677900 1.788310 -0.61 0.16 -0.49
H 1.688032 -4.134249 2.672221 0.24 0.16 0.54
H -4.390781 -1.914866 -0.322746 0.18 -0.65 0.20
H -0.488878 5.775666 -1.483634 0.64 0.26 0.08
H 2.143784 -2.496094 2.052411 0.72 0.06 0.74
H -0.074266 0.327376 2.266515 0.15 0.84 -0.14
H 4.743618 1.253952 2.487514 -0.03 0.07 0.21
H -6.947827 -2.405755 -0.301438 -0.19 -0.79 -0.35
H 4.760742 1.922563 -3.390969 0.06 1.22 0.04
H 1.422761 2.734257 -3.574031 -0.41 -0.74 -0.32
H -4.592117 -1.970034 1.496786 0.38 -0.91 -0.24
H -2.651852 0.169744 -3.015999 0.40 -0.49 -0.60
H -0.964473 0.950063 0.770581 0.40 -0.01 0.07
H -0.384603 -1.061594 -4.215788 -0.21 0.44 0.16
H -1.840267 4.783237 -1.442551 -1.11 0.58 0.30
H 2.030007 3.164227 -0.762200 0.68 -0.70 -0.05
H 2.083576 -2.592205 -3.265419 0.10 -0.84 0.11
H -3.530374 0.837426 5.353767 0.17 0.34 -0.94
H -0.373327 -2.469286 -3.161509 -0.04 -0.10 -0.24
H 4.194322 -3.806885 -2.457046 -0.40 -0.29 0.34
H 3.603370 1.688217 0.413824 0.06 0.76 0.46
H -1.458545 2.451844 -2.746345 -1.06 -0.23 -1.63
H -0.461039 3.439633 -0.805635 0.28 -0.67 0.15
H -3.684793 -0.628235 3.091425 0.38 0.66 -0.14
H -0.536662 1.208377 -3.857411 0.34 1.03 -0.48
H -1.947015 -1.350530 0.723396 0.04 -0.45 -0.51
H -1.829664 0.485225 2.237168 -0.01 0.17 0.10
H 4.639887 -3.229496 0.476367 -0.22 -0.22 -0.01
H 4.035270 1.473803 -1.879807 -0.04 -0.01 0.22
H -2.249940 6.979902 -0.051024 -0.41 -0.30 -0.07
H 1.873411 4.549369 -1.742398 1.18 0.40 0.22
H -6.014668 -4.560462 -0.809742 -0.18 -0.18 0.08
H -4.166143 -0.218514 7.000314 -0.10 -0.23 0.34
H 4.163816 -4.407884 3.080547 0.71 1.06 0.20
H 3.116803 1.447002 -3.372128 -0.22 -0.13 0.04
H -0.833462 6.776384 0.848961 0.73 -0.30 -0.47
H -4.207236 -1.882058 3.983023 -0.10 -0.14 1.04
H 2.704396 -0.506581 -1.660704 0.08 0.22 0.44
H -1.958376 -1.770630 -3.556416 0.19 -0.21 -0.82
H 0.280345 3.845243 -3.020023 -0.32 0.14 0.65
H -5.192090 0.371880 4.941518 -0.08 -0.03 -0.48
H 3.775273 -5.091968 1.640887 0.36 0.09 -0.83
```
Positions in Å, forces in eV/Å.

Charge   0
Gap between HOMO and LUMO   10.216 eV
ΔE to the lowest compared entry with this formula, charge and spin   379.0 kJ/mol
SMILES   COCCNCCOC.CCO.CCO.CCO.CCO.CCO.CCO.CCO
LUMO energy   0.6 eV

Atom charges from the Mulliken analysis, given in e for atoms 1 to 2:
1 O -0.239
2 O -0.362

- What is the ΔE to the lowest compared entry with this formula, charge and spin in the first record?
  0.0 kJ/mol